Record 1
DFT (wB97M-V/def2-TZVPD) results for N2O6Rb as an isolated structure at a distorted geometry.

Results
LUMO energy: 2.27 eV
total charge: -1
total energy: -15913.1336 eV
max |F|: 9.31 eV/Å

Last column: Mulliken charge in e.
Element x y z (Å)
Rb (5.02, -5.29, 2.05)  0.840
N (2.79, -3.70, 2.12)  1.090
O (1.81, -3.74, 2.85)  -0.611
O (2.75, -4.22, 0.97)  -0.665
O (3.93, -3.42, 2.60)  -0.754
N (7.66, -4.33, 0.67)  1.105
O (7.60, -4.88, -0.42)  -0.635
O (8.25, -3.26, 0.82)  -0.631
O (6.75, -4.71, 1.35)  -0.740

Record 2
DFT (wB97M-V/def2-TZVPD) results for an isolated ion of composition N3O3 and charge -1 at a distorted geometry.

Results
LUMO energy: 4.84 eV
SMILES: O=[N+]([O-])/N=N/[O-]
total charge: -1
total energy: -10608.0758 eV
max |F|: 5.76 eV/Å

Last column: natural (NBO) charge in e.
Element x y z (Å)
O (-0.69, 0.33, -1.67)  -0.502
N (-0.86, 0.23, -0.45)  0.589
O (-1.95, 0.44, 0.09)  -0.493
N (0.06, -0.30, 0.28)  -0.322
N (1.36, 0.08, 0.63)  0.173
O (2.08, -0.78, 1.13)  -0.445

Record 3
DFT (wB97M-V/def2-TZVPD) results for NO15Pd3S3 as an isolated structure at a distorted geometry.

Results
multiplicity: 7
LUMO energy (alpha / beta): 1.54 / -1.10 eV
total charge: -1
total energy: -75135.8912 eV
max |F|: 8.36 eV/Å
⟨S²⟩: 12.0390

Last column: natural (NBO) charge in e.
Element x y z (Å)
Pd (-1.36, 1.58, -1.73)  1.130
Pd (2.51, 0.71, 2.32)  0.910
Pd (-2.67, -1.18, 0.42)  0.864
N (0.45, 1.41, 0.15)  0.756
O (0.50, 2.12, -0.80)  -0.481
O (0.88, 1.63, 1.21)  -0.474
O (-0.20, 0.41, 0.03)  -0.473
S (-3.42, -0.27, -2.51)  2.562
O (-3.49, 1.17, -2.85)  -0.951
O (-2.86, -1.11, -3.62)  -0.977
O (-2.40, -0.23, -1.49)  -1.029
O (-4.69, -0.77, -2.05)  -0.970
S (3.73, 0.30, -0.87)  2.525
O (3.37, 0.25, 0.55)  -1.091
O (2.81, -0.61, -1.52)  -0.725
O (3.51, 1.63, -1.60)  -0.749
O (5.05, -0.23, -1.12)  -0.881
S (-0.42, -1.36, 3.05)  2.577
O (-0.77, -1.13, 4.42)  -0.781
O (0.10, -2.71, 2.97)  -0.825
O (-1.45, -1.00, 2.02)  -1.059
O (0.82, -0.60, 3.03)  -0.857

Record 4
DFT (wB97M-V/def2-TZVPD) results for a 2-piece molecular cluster, NO4S2 overall at a distorted geometry.

Results
multiplicity: 3
LUMO energy (alpha / beta): 3.45 / 1.52 eV
total charge: -1
total energy: -31347.2281 eV
max |F|: 2.34 eV/Å
⟨S²⟩: 2.0062

Last column: natural (NBO) charge in e.
Element x y z (Å)
N (0.54, 1.00, 0.07)  0.351
O (-1.62, -0.75, 0.84)  -0.957
O (1.68, 0.85, -0.27)  -0.447
O (0.13, 1.89, 0.74)  -0.420
O (-1.51, 0.04, -1.39)  -0.974
S (1.52, -2.51, 0.31)  -0.183
S (-0.74, -0.53, -0.30)  1.631

Record 5
DFT (wB97M-V/def2-TZVPD) results for NO4V as an isolated structure at a distorted geometry.

Results
multiplicity: 2
LUMO energy (alpha / beta): -7.92 / -7.36 eV
total charge: +1
total energy: -35353.0147 eV
max |F|: 7.36 eV/Å
⟨S²⟩: 0.9045

Last column: natural (NBO) charge in e.
Element x y z (Å)
O (1.02, 0.70, 5.58)  -0.316
V (0.46, 2.23, 5.77)  1.654
N (0.66, 2.71, 3.38)  0.683
O (1.22, 3.28, 2.50)  -0.135
O (-0.47, 2.07, 3.70)  -0.416
O (1.54, 2.87, 4.38)  -0.469

Record 6
DFT (wB97M-V/def2-TZVPD) results for an isolated ion of composition NO5P and charge -2 at a distorted geometry.

Results
LUMO energy: 7.40 eV
SMILES: O=[N+]([O-])P(=O)([O-])[O-]
total charge: -2
total energy: -21016.0542 eV
max |F|: 2.16 eV/Å

Last column: natural (NBO) charge in e.
Element x y z (Å)
O (1.65, -1.03, -0.08)  -0.489
N (1.03, 0.00, -0.03)  0.285
O (1.59, 1.08, 0.05)  -0.507
P (-0.90, 0.01, 0.02)  2.386
O (-1.06, -0.79, -1.21)  -1.234
O (-1.12, 1.51, -0.04)  -1.213
O (-1.19, -0.78, 1.29)  -1.229

Record 7
DFT (wB97M-V/def2-TZVPD) results for NO6P as an isolated structure at a distorted geometry.

Results
LUMO energy: 7.26 eV
total charge: -2
total energy: -23061.1620 eV
max |F|: 5.16 eV/Å

Last column: natural (NBO) charge in e.
Element x y z (Å)
N (0.11, 1.14, -0.05)  0.742
O (-0.83, 1.64, -0.65)  -0.548
O (0.86, -1.94, 0.78)  -1.219
O (-0.26, 0.48, 1.00)  -0.625
O (1.20, 1.70, 0.01)  -0.543
O (-1.49, -1.64, -0.07)  -1.211
O (0.52, -0.31, -1.11)  -1.052
P (-0.11, -1.08, 0.09)  2.457

Record 8
DFT (wB97M-V/def2-TZVPD) results for O10P2PbV as an isolated structure at a distorted geometry.

Results
LUMO energy: 4.58 eV
total charge: -3
total energy: -69974.1111 eV
max |F|: 3.46 eV/Å

Last column: natural (NBO) charge in e.
Element x y z (Å)
Pb (-14.06, -8.26, -0.90)  0.270
O (-10.61, -8.01, 0.44)  -1.431
V (-10.82, -7.99, 2.87)  1.563
O (-9.79, -8.55, 3.97)  -0.826
P (-14.46, -5.54, 3.77)  2.385
O (-14.96, -4.07, 3.96)  -0.983
O (-13.66, -6.14, 4.96)  -0.875
O (-13.73, -5.95, 2.41)  -1.086
O (-15.82, -6.25, 4.09)  -0.741
P (-13.70, -11.47, 4.05)  2.382
O (-13.51, -12.93, 3.64)  -0.974
O (-13.17, -10.54, 2.82)  -0.880
O (-12.93, -11.16, 5.41)  -0.895
O (-15.21, -11.34, 4.32)  -0.910

Please write out number 7 again, unchanged.
DFT (wB97M-V/def2-TZVPD) results for NO6P as an isolated structure at a distorted geometry.

Results
LUMO energy: 7.26 eV
total charge: -2
total energy: -23061.1620 eV
max |F|: 5.16 eV/Å

Last column: natural (NBO) charge in e.
Element x y z (Å)
N (0.11, 1.14, -0.05)  0.742
O (-0.83, 1.64, -0.65)  -0.548
O (0.86, -1.94, 0.78)  -1.219
O (-0.26, 0.48, 1.00)  -0.625
O (1.20, 1.70, 0.01)  -0.543
O (-1.49, -1.64, -0.07)  -1.211
O (0.52, -0.31, -1.11)  -1.052
P (-0.11, -1.08, 0.09)  2.457

Which formula does entry 3 have? NO15Pd3S3

The highest max |F| belongs to which entry? N2O6Rb

Among the records above, which one has the lowest total charge? O10P2PbV